Entry 1:
Below is the molecule C2HNO4 at a distorted geometry, with properties calculated with ωB97M-V/def2-TZVPD.

Results
expectation value of S²: 2.006
energy: -11761.3456 eV
Kohn-Sham gap (spin up / spin down): 9.19 / 6.87 eV
HOMO level (spin up / spin down): -8.5278 / -11.1716 eV
energy above the lowest of the compared OMol25 structures with the same formula, charge and spin: 1.9596 eV

```
! wB97M-V def2-TZVPD RIJCOSX def2/J DEFGRID3
* xyz 0 3
O 2.40673 0.92762 -0.95267
O -1.66929 1.08880 -0.85309
O -1.00208 2.49342 0.62616
O 1.29472 0.99075 1.08593
N -0.93964 1.47804 0.00071
C 0.21163 0.57877 0.16574
C 1.55503 0.79450 -0.16940
H -0.08600 -0.42995 0.19021
*
```

Atomic partial charges in e from the Mulliken method, atoms 1 to 2: -0.46 -0.41

=====

Entry 2:
Below is a cluster of 2 separate species, C2H7N4 in total at a distorted geometry, with properties calculated with ωB97M-V/def2-TZVPD.

Results
energy: -8135.6799 eV
Kohn-Sham gap (spin up / spin down): 8.45 / 8.25 eV
HOMO level (spin up / spin down): -13.5896 / -14.2944 eV
energy above the lowest of the compared OMol25 structures with the same formula, charge and spin: 6.5667 eV

```
! wB97M-V def2-TZVPD RIJCOSX def2/J DEFGRID3
* xyz 1 1
N -2.20462 0.23305 0.26232
N -0.15750 1.36392 0.22067
N 1.16611 1.06824 0.15858
N 1.38025 -0.32374 0.40862
C 0.08300 -0.90374 0.20776
C -0.88387 0.26009 0.16778
H 0.12584 -1.70532 -0.53048
H 1.89606 1.06469 -1.50992
H -2.87716 -0.40840 0.60742
H 2.15059 -0.80996 -0.04182
H -2.57329 1.10843 -0.06557
H -0.11755 -1.49026 1.21857
H 1.68225 1.91507 0.34143
*
```

Atomic partial charges in e from the Mulliken method, atoms 1 to 2: -0.32 -0.50

=====

Entry 3:
Below is a cluster of 2 separate species, C2H4NO3P in total at a distorted geometry, with properties calculated with ωB97M-V/def2-TZVPD.

Results
energy: -19057.5573 eV
Kohn-Sham gap: 10.22 eV
HOMO level: -9.6766 eV
energy above the lowest of the compared OMol25 structures with the same formula, charge and spin: 4.0945 eV

```
! wB97M-V def2-TZVPD RIJCOSX def2/J DEFGRID3
* xyz 0 1
P 0.71637 0.55258 -0.25070
O 1.64443 1.57209 -1.07883
O 1.85778 -0.01460 0.80928
O 0.00360 1.57332 0.78964
N -1.48011 -1.96809 -0.78889
C -2.83556 -1.73222 -1.12340
C -2.18212 -1.32892 0.05237
H 0.71850 2.08786 1.21020
H -2.28719 -0.86772 0.99904
H 1.94577 1.06076 -1.83623
H 1.89852 -0.93506 1.21752
*
```

Atomic partial charges in e from the Mulliken method, atoms 1 to 2: 0.44 -0.45

=====

Entry 4:
Below is the molecule C4H6O2 at a distorted geometry, with properties calculated with ωB97M-V/def2-TZVPD.

Results
energy: -8336.8529 eV
Kohn-Sham gap: 10.46 eV
HOMO level: -9.7429 eV
energy above the lowest of the compared OMol25 structures with the same formula, charge and spin: 3.6082 eV

```
! wB97M-V def2-TZVPD RIJCOSX def2/J DEFGRID3
* xyz 0 1
O -0.24347 -1.30282 0.46316
O 0.97651 0.61887 1.64037
C -0.90017 0.18298 0.55051
C -1.46352 -0.97382 -0.12015
C 1.40241 0.64005 -0.71865
C 0.56009 0.49126 0.50763
H -1.59688 -1.01356 -1.19187
H 2.33773 0.08893 -0.59345
H -1.39074 0.68973 1.39600
H 1.63947 1.70689 -0.75164
H -2.23581 -1.47346 0.46830
H 0.91439 0.34495 -1.65020
*
```

Atomic partial charges in e from the Mulliken method, atoms 1 to 2: -0.35 -0.58

=====

Entry 5:
Below is a cluster of 7 separate species, C35H75BN4O12 in total at a distorted geometry, with properties calculated with ωB97M-V/def2-TZVPD.

Results
energy: -68717.9341 eV
Kohn-Sham gap: 9.67 eV
HOMO level: -9.5408 eV
energy above the lowest of the compared OMol25 structures with the same formula, charge and spin: 0.0000 eV

```
! wB97M-V def2-TZVPD RIJCOSX def2/J DEFGRID3
* xyz 0 1
O 5.84001 1.80991 1.97732
O -0.45951 4.91676 2.94091
O 2.47324 5.18098 0.75336
O 0.49513 -0.80275 -6.39811
O 0.99537 -3.23946 3.14500
O -4.27486 5.98129 0.10384
O -2.77471 -2.30354 4.31623
O -1.75021 -6.28213 0.24873
O 6.97572 0.20727 3.05988
O -1.61952 2.53271 4.10455
O 5.79539 -1.34749 -0.87660
O -0.33959 2.87665 -3.35493
N -2.03205 0.50037 2.84020
N -0.91252 1.27708 -0.13695
N 1.48551 3.13055 4.86538
N 0.93770 3.70854 1.57741
C 1.06551 2.48872 4.01338
C 7.69185 0.77625 0.84074
C 0.89179 -4.11168 2.04212
C -4.39335 -2.74969 6.06359
C -3.03711 -3.09980 5.47592
C 0.08603 -2.15133 3.05826
C 0.67344 -0.94472 2.31574
C -1.44961 0.77586 -3.80431
C 4.26426 -3.14473 -1.42145
C -0.32333 4.43123 1.86201
C 5.13880 -1.58750 -3.19809
C 1.26916 4.09816 -0.96533
C 1.08844 0.22080 3.23905
C 4.64418 1.26234 1.40116
C -0.12995 1.71157 0.58551
C 1.63977 4.37280 0.47220
C 2.23605 1.68714 1.04144
C -5.85031 6.94183 -1.46756
C 3.46832 2.11418 1.83395
C -3.43464 -6.78865 1.91733
C 0.89038 2.24486 1.54195
C -4.44793 6.99738 -0.88331
C -0.68205 -2.87531 -6.83250
C -4.13286 8.36603 -0.30111
C 6.84853 0.87621 2.08029
C -2.92013 -4.57302 5.12642
C 4.72603 -1.73289 -1.74260
C -0.15415 -1.25815 -8.68774
C -0.50076 -1.41557 -7.21608
C -0.91799 2.39435 -5.65793
C -1.30204 2.23656 -4.19602
C -1.35070 4.62258 0.77858
C -1.89035 -8.57154 1.03537
C 0.48590 1.63495 2.96190
C -2.04639 -7.09936 1.38057
B -1.13256 1.54753 3.28894
H 2.01148 3.42794 -1.40531
H 1.54574 -1.29246 1.75480
H 0.24590 -3.42867 -7.00341
H -0.82218 3.44920 -5.91807
H -2.25282 -2.83752 6.18834
H -2.31374 4.83045 1.23171
H -2.12654 2.19062 4.84774
H 0.78846 -1.76642 -8.91028
H 0.50489 2.43341 -3.49486
H -0.92983 -1.68480 -9.32481
H -6.59200 7.13545 -0.68739
H -2.07083 -9.20385 1.90556
H 4.75211 1.28719 0.30996
H -3.12228 8.38553 0.10678
H 3.33930 2.02959 2.91311
H -3.07994 -5.20324 6.00207
H -4.82609 8.59919 0.51201
H -2.60213 -8.85378 0.25431
H -1.42445 3.81770 0.05252
H 4.52751 0.23110 1.75045
H 7.08855 0.19080 0.14060
H -0.93540 -2.96396 -5.77599
H -4.21904 9.14730 -1.05741
H -0.07668 -4.62584 2.02824
H -2.38686 -6.49268 -0.44324
H -3.64937 -7.37166 2.81408
H 2.36682 1.93298 -0.01398
H 1.28736 5.02420 -1.53597
H 2.17687 0.26230 3.28422
H -1.72721 0.68782 -2.75394
H -0.81312 -2.50127 2.54131
H -0.03889 -0.62575 1.56001
H -2.20949 0.28027 -4.41181
H -1.90066 0.20474 1.88265
H 8.64796 0.31010 1.05777
H -4.44412 -1.68814 6.30500
H 1.67877 -4.85858 2.13861
H 5.07667 -3.85634 -1.59363
H 3.72343 3.15792 1.64667
H 1.02957 -3.58837 1.08792
H 0.04076 1.90717 -5.85308
H 1.33169 -1.25480 -6.55447
H 5.45968 -0.56668 -3.40592
H 2.16573 0.59842 1.04882
H -0.50327 0.24805 -3.95120
H -5.98088 7.68617 -2.25413
H -1.47146 -3.34413 -7.42128
H 0.77855 -0.01801 4.26116
H 4.31516 -1.83802 -3.86794
H 5.97610 -2.25447 -3.42173
H -4.89938 6.15078 0.81819
H 7.81871 1.76824 0.40880
H -1.30058 -6.82289 2.12897
H -2.13533 -0.31224 3.44242
H 6.53431 -1.94742 -1.03140
H -0.03460 -0.20493 -8.94168
H 0.30641 3.61275 -1.09196
H -6.05212 5.95491 -1.88374
H -3.45927 -2.49152 3.66340
H 3.96850 -3.22218 -0.37504
H -1.66502 1.94121 -6.31196
H 3.41824 -3.43507 -2.04571
H -0.88639 -8.77134 0.66151
H -4.58998 -3.32307 6.97007
H -2.23986 2.76209 -4.00578
H -1.93255 -4.78846 4.71636
H -1.41891 -0.86615 -6.99815
H -3.66264 -4.83944 4.36928
H -3.51419 -5.72925 2.16099
H -5.18588 -2.96802 5.34210
H -4.19739 -7.01727 1.16765
H -3.72127 6.75823 -1.66245
H -1.06904 5.52673 0.22649
H 3.91953 -1.02964 -1.52218
H -0.18852 -1.88643 4.07871
*
```

Atomic partial charges in e from the Mulliken method, atoms 1 to 2: -0.36 -0.49

=====

Entry 6:
Below is a cluster of 2 separate species, C3H10NO2 in total at a distorted geometry, with properties calculated with ωB97M-V/def2-TZVPD.

Results
energy: -8850.8952 eV
Kohn-Sham gap: 11.90 eV
HOMO level: -15.3526 eV
energy above the lowest of the compared OMol25 structures with the same formula, charge and spin: 1.4455 eV

```
! wB97M-V def2-TZVPD RIJCOSX def2/J DEFGRID3
* xyz 1 1
O -0.09042 0.48657 0.15329
O 0.65354 -1.52027 0.29178
N 2.48979 0.22460 0.37473
C -0.34221 -0.79332 0.08049
C -1.03854 1.46586 -0.11895
C -1.64822 -1.36738 -0.15875
H 2.43662 0.78277 -0.49093
H -2.10691 -1.21704 -1.17681
H 3.56298 -0.05967 0.31581
H -2.52829 -0.95276 0.40617
H -1.53627 -2.46510 -0.09030
H -0.90411 1.60596 -1.22416
H -0.78012 2.45961 0.23135
H 1.93542 0.84645 1.02076
H -2.05491 1.26831 0.14631
H 1.95165 -0.76457 0.23923
*
```

Atomic partial charges in e from the Mulliken method, atoms 1 to 2: -0.38 -0.69

=====

Entry 7:
Below is a structure of composition C3H6O2S at a distorted geometry, with properties calculated with ωB97M-V/def2-TZVPD.

Results
energy: -18135.2777 eV
Kohn-Sham gap: 8.82 eV
HOMO level: -9.2188 eV
energy above the lowest of the compared OMol25 structures with the same formula, charge and spin: 3.6698 eV

```
! wB97M-V def2-TZVPD RIJCOSX def2/J DEFGRID3
* xyz 0 1
S -1.86878 -0.91088 -0.35331
O 0.11711 -1.40765 0.61769
O -1.49808 1.74140 0.32026
C 0.44485 -0.02879 0.41614
C 1.27768 0.17975 -0.79262
C -1.02946 0.62893 0.16197
H 0.92130 0.61764 1.25407
H 0.85859 -0.50508 -1.58311
H 1.13426 1.29680 -1.00918
H 2.38340 0.03504 -0.67176
H -3.03889 -0.26316 -0.30090
H 0.29803 -1.38402 1.94074
*
```

Atomic partial charges in e from the Mulliken method, atoms 1 to 2: -0.21 -0.59

=====

Question: Which value of energy above the lowest of the compared OMol25 structures with the same formula, charge and spin does entry 3 give?
Answer: 4.0945 eV

=====

Question: energy above the lowest of the compared OMol25 structures with the same formula, charge and spin of number 5 (C35H75BN4O12)?
Answer: 0.0000 eV